No. 1
C12H14FNO2S | ωB97M-V/def2-TZVPD

Each line ends with the Mulliken charge.
Atoms and positions in Å:
O (0.958, -2.180, -0.875)  -0.69
C (1.238, -1.376, -0.003)  0.99
N (2.082, -0.350, -0.221)  0.14
C (2.420, 0.718, 0.686)  -0.93
H (3.507, 0.853, 0.650)  0.34
C (1.707, 2.009, 0.229)  -0.26
H (0.729, 2.100, 0.706)  0.24
O (1.454, 1.997, -1.158)  -0.41
C (2.494, 1.390, -1.883)  -0.40
H (2.267, 1.553, -2.937)  0.34
C (2.560, -0.118, -1.575)  -0.78
H (3.586, -0.489, -1.677)  0.29
H (1.912, -0.687, -2.245)  0.44
H (3.453, 1.877, -1.651)  0.29
H (2.321, 2.882, 0.498)  0.30
H (2.137, 0.482, 1.709)  0.38
C (0.671, -1.553, 1.397)  -1.20
H (0.100, -2.482, 1.421)  0.46
H (1.470, -1.607, 2.138)  0.58
S (-0.410, -0.202, 1.974)  -0.16
C (-1.904, -0.371, 1.040)  0.75
C (-2.956, 0.450, 1.439)  -0.54
C (-4.168, 0.397, 0.781)  -0.60
C (-4.312, -0.487, -0.275)  0.33
C (-3.276, -1.305, -0.685)  -0.81
C (-2.061, -1.245, -0.026)  -0.35
H (-1.257, -1.877, -0.365)  0.34
H (-3.418, -1.979, -1.515)  0.44
F (-5.496, -0.550, -0.921)  -0.32
H (-4.993, 1.024, 1.076)  0.42
H (-2.814, 1.126, 2.268)  0.37

SMILES = O=C(CSc1ccc(F)cc1)N1CCOCC1
HOMO level = -0.3018 hartree
DFT total energy = -31808.7463 eV
HOMO-LUMO gap = 8.79 eV

***

No. 2
C4H9NO3 | ωB97M-V/def2-TZVPD

Each line ends with the Mulliken charge.
Atoms and positions in Å:
C (-0.301, 1.525, -0.698)  -0.48
O (-1.200, 1.892, -1.737)  -0.53
C (-0.092, -0.041, -0.561)  0.46
C (-0.030, -0.359, 0.992)  -0.59
C (1.233, -1.077, 1.278)  0.41
O (1.931, -0.429, 2.271)  -0.47
O (1.708, -2.025, 0.713)  -0.56
N (-1.083, -0.781, -1.245)  -0.69
H (0.655, 1.950, -0.998)  0.26
H (-0.744, 1.907, 0.223)  0.23
H (-1.812, 1.154, -1.927)  0.30
H (0.892, -0.157, -1.011)  0.40
H (-0.889, -0.960, 1.317)  0.30
H (-0.135, 0.481, 1.679)  0.29
H (2.806, -0.762, 2.377)  0.33
H (-2.053, -0.616, -1.076)  0.17
H (-0.885, -1.702, -1.598)  0.18

SMILES = N[C@@H](CO)CC(=O)O
HOMO level = -0.3478 hartree
DFT total energy = -11926.0537 eV
HOMO-LUMO gap = 10.19 eV

***

No. 3
C5H11F2N2 | ωB97M-V/def2-TZVPD

Each line ends with the Mulliken charge.
Atoms and positions in Å:
C (-0.423, 0.506, -0.001)  0.52
C (-0.074, -0.799, 2.282)  -1.33
C (0.884, -1.296, -0.923)  -0.84
C (0.741, 0.991, -1.965)  -1.24
C (-1.052, -0.429, 1.108)  0.84
N (0.450, 0.058, -0.872)  0.10
N (-0.876, 1.756, 0.058)  -0.34
F (-2.123, 0.271, 1.587)  -0.34
F (-1.580, -1.554, 0.571)  -0.25
H (-0.327, -0.272, 3.154)  0.41
H (-0.264, -1.827, 2.538)  0.40
H (1.036, -0.662, 2.156)  0.36
H (1.842, -1.303, -1.471)  0.38
H (1.042, -1.489, 0.187)  0.33
H (0.263, -2.042, -1.430)  0.26
H (1.408, 1.803, -1.574)  0.49
H (1.445, 0.538, -2.667)  0.33
H (-0.107, 1.421, -2.681)  0.37
H (-1.815, 1.910, 0.531)  0.30
H (-0.469, 2.418, -0.589)  0.24

SMILES = CN(C)C(=[NH2+])C(C)(F)F
HOMO level = -0.5498 hartree
net charge = +1
DFT total energy = -13771.6258 eV
HOMO-LUMO gap = 11.29 eV

***

No. 4
C4H10NO3 | ωB97M-V/def2-TZVPD

Each line ends with the Mulliken charge.
Atoms and positions in Å:
C (-0.636, 1.599, 1.154)  -0.98
N (-0.220, 0.210, 1.538)  -0.10
C (-1.365, -0.315, 2.326)  -0.95
C (0.187, -0.684, 0.457)  -0.28
C (1.218, -0.022, -0.501)  0.41
O (2.387, -0.017, -0.182)  -0.72
O (0.658, 0.434, -1.507)  -0.76
H (-1.619, 1.657, 0.647)  0.33
H (-0.237, 2.014, 0.195)  0.33
H (-0.560, 2.330, 1.979)  0.29
H (-2.070, -0.752, 1.599)  0.37
H (-1.755, 0.288, 3.150)  0.32
H (-0.936, -1.191, 2.846)  0.29
H (0.545, -1.676, 0.827)  0.30
H (-0.665, -1.036, -0.205)  0.18
H (-0.609, -1.451, -3.312)  0.30
H (-0.775, -0.427, -2.335)  0.38
O (-1.320, -1.004, -2.908)  -0.69

HOMO level = -0.1620 hartree
net charge = -1
DFT total energy = -11943.3551 eV
HOMO-LUMO gap = 8.25 eV

***

No. 5
C31H75AgCl2N5O13 | ωB97M-V/def2-TZVPD

Each line ends with the Mulliken charge.
Atoms and positions in Å:
Ag (-0.730, -1.239, 1.103)  0.98
Cl (-1.174, -0.037, -1.390)  -0.92
Cl (1.628, -2.652, 1.946)  -0.84
C (4.054, 5.060, -1.865)  -0.67
O (4.206, 4.247, -0.729)  -0.39
C (3.536, 2.942, -0.845)  0.51
C (4.174, 1.876, -0.031)  -0.80
O (5.494, 1.382, -0.433)  -0.36
C (6.520, 2.162, 0.210)  -0.71
H (4.815, 5.840, -1.886)  0.30
H (3.070, 5.528, -1.886)  0.19
H (4.163, 4.672, -2.878)  0.29
H (3.579, 2.714, -1.910)  -0.27
H (2.487, 3.123, -0.609)  0.30
H (3.575, 0.970, -0.123)  0.45
H (4.112, 2.031, 1.046)  0.38
H (7.446, 1.590, 0.278)  0.26
H (6.256, 2.524, 1.204)  0.31
H (6.678, 3.075, -0.365)  0.24
C (-3.763, -1.488, -6.009)  -0.54
O (-2.403, -2.008, -6.056)  -0.46
C (-1.722, -1.875, -4.844)  -0.20
C (-1.918, -3.110, -3.891)  -0.46
O (-3.231, -3.281, -3.440)  -0.53
C (-3.486, -2.491, -2.363)  -0.71
H (-4.204, -1.761, -5.051)  0.14
H (-4.266, -1.822, -6.916)  0.28
H (-3.830, -0.404, -5.911)  0.28
H (-1.817, -0.979, -4.231)  0.26
H (-0.697, -2.018, -5.187)  0.26
H (-1.233, -3.151, -3.044)  0.30
H (-1.713, -4.073, -4.358)  0.40
H (-4.425, -2.914, -2.006)  0.36
H (-3.782, -1.496, -2.695)  0.37
H (-2.798, -2.615, -1.526)  0.22
C (-2.045, 9.249, -1.296)  -0.71
O (-0.829, 8.994, -0.707)  -0.41
C (-0.207, 7.740, -1.111)  -0.39
C (-0.965, 6.527, -0.669)  -0.48
O (-0.306, 5.243, -0.623)  -0.20
C (-1.208, 4.283, -0.203)  -0.95
H (-2.192, 10.286, -0.993)  0.25
H (-2.750, 8.599, -0.777)  0.29
H (-2.143, 9.172, -2.379)  0.31
H (0.736, 7.767, -0.564)  0.19
H (-0.093, 7.918, -2.180)  0.35
H (-1.854, 6.497, -1.299)  0.36
H (-1.348, 6.771, 0.322)  0.33
H (-1.873, 3.946, -0.998)  0.39
H (-1.577, 4.303, 0.823)  0.39
H (-0.489, 3.474, -0.072)  0.24
C (1.730, -1.832, -2.932)  -0.37
O (2.937, -1.919, -3.751)  -0.46
C (3.798, -0.736, -3.681)  -0.60
C (3.054, 0.553, -4.077)  -0.28
O (2.623, 0.576, -5.438)  -0.36
C (3.643, 0.930, -6.346)  -0.72
H (1.346, -2.844, -2.803)  0.19
H (0.867, -1.327, -3.366)  0.05
H (2.056, -1.302, -2.037)  0.32
H (4.707, -0.962, -4.237)  0.34
H (4.155, -0.613, -2.658)  0.36
H (3.735, 1.397, -3.966)  0.25
H (2.259, 0.619, -3.335)  0.40
H (3.121, 0.930, -7.303)  0.26
H (4.520, 0.287, -6.273)  0.26
H (3.878, 1.975, -6.146)  0.29
C (3.666, -7.374, -0.590)  -1.09
C (2.659, -6.422, 0.036)  0.62
O (2.926, -5.417, 0.728)  -0.56
N (1.394, -6.795, -0.209)  -0.20
C (0.310, -5.826, 0.159)  -0.26
H (3.265, -8.382, -0.690)  0.34
H (4.599, -7.434, -0.030)  0.30
H (3.785, -6.966, -1.594)  0.24
H (1.155, -7.707, -0.572)  0.23
H (-0.635, -6.144, -0.282)  0.30
H (0.624, -4.821, -0.123)  0.06
H (0.234, -5.794, 1.246)  -0.05
C (3.157, -0.371, 7.876)  -1.11
C (2.730, -1.371, 6.815)  0.63
O (3.603, -2.049, 6.265)  -0.62
N (1.412, -1.517, 6.694)  -0.13
C (0.908, -2.629, 5.867)  -0.93
H (2.464, 0.443, 8.090)  0.36
H (3.897, 0.302, 7.445)  0.32
H (3.511, -0.905, 8.758)  0.25
H (0.826, -1.037, 7.362)  0.27
H (1.188, -3.541, 6.394)  0.38
H (1.344, -2.714, 4.872)  0.25
H (-0.176, -2.551, 5.781)  0.31
C (-6.719, 2.553, 0.047)  -1.16
C (-5.314, 2.682, -0.493)  0.66
O (-5.040, 3.804, -0.969)  -0.68
N (-4.485, 1.604, -0.308)  0.24
C (-4.888, 0.348, 0.183)  -0.86
H (-6.934, 1.898, 0.891)  0.34
H (-7.334, 2.157, -0.762)  0.29
H (-7.033, 3.590, 0.161)  0.34
H (-3.548, 1.568, -0.684)  0.13
H (-4.041, -0.322, 0.033)  0.06
H (-5.698, -0.031, -0.440)  0.43
H (-4.988, 0.434, 1.265)  0.17
C (-2.932, 1.774, 3.520)  -1.11
C (-1.501, 1.298, 3.383)  0.52
O (-1.210, 0.295, 2.669)  -0.43
N (-0.597, 1.871, 4.087)  -0.08
C (0.791, 1.482, 4.225)  -0.72
H (-3.359, 2.107, 4.466)  0.48
H (-3.576, 0.896, 3.466)  0.21
H (-3.252, 2.569, 2.845)  0.27
H (-0.974, 2.531, 4.752)  0.27
H (1.224, 1.913, 5.128)  0.33
H (1.361, 1.736, 3.332)  0.21
H (0.898, 0.397, 4.229)  0.18
C (-3.155, -5.123, 1.480)  -1.35
C (-2.407, -4.051, 2.110)  0.67
O (-2.373, -2.879, 1.626)  -0.62
N (-1.754, -4.257, 3.227)  0.14
C (-1.639, -5.495, 3.982)  -1.07
H (-4.005, -5.388, 2.109)  0.37
H (-2.555, -6.028, 1.383)  0.43
H (-3.270, -4.776, 0.453)  0.16
H (-1.537, -3.385, 3.687)  0.13
H (-0.806, -6.121, 3.661)  0.27
H (-2.382, -6.238, 3.694)  0.42
H (-1.704, -5.214, 5.033)  0.34

HOMO level = -0.1840 hartree
net charge = -1
DFT total energy = -96471.9412 eV
HOMO-LUMO gap = 6.88 eV